Density functional theory data (ωB97M-V/def2-TZVPD) for a molecular structure, C22H48N10OW at a distorted geometry.

Atoms and positions in Å:
1 W 0.290 0.335 0.177
2 C -0.542 2.019 -1.989
3 N -1.833 2.372 -1.533
4 C -2.932 2.264 -2.515
5 C -2.052 2.463 -0.198
6 N -1.191 1.792 0.630
7 C -1.198 2.177 2.061
8 C 0.085 1.716 2.710
9 N 0.429 0.296 2.350
10 C -0.520 -0.711 2.929
11 C -1.645 -1.031 1.966
12 N -1.038 -1.181 0.623
13 C -1.379 -2.230 -0.152
14 N -0.368 -2.615 -1.115
15 C -0.849 -3.040 -2.470
16 C 0.641 -3.585 -0.568
17 N -2.531 -2.852 -0.103
18 C -3.779 -2.195 0.353
19 C -2.780 -4.261 -0.502
20 C 1.824 0.023 2.847
21 C 2.486 -0.887 1.848
22 N 2.225 -0.304 0.513
23 C 3.315 -0.022 -0.288
24 N 3.243 1.112 -1.008
25 C 2.526 2.258 -0.493
26 C 3.963 1.306 -2.284
27 N 4.378 -0.804 -0.332
28 C 5.745 -0.302 -0.592
29 C 4.307 -2.255 -0.120
30 N -3.079 3.191 0.227
31 C -3.919 2.866 1.393
32 C -3.541 4.391 -0.511
33 H -0.231 0.946 -1.705
34 H 0.233 2.705 -1.669
35 H -0.514 1.929 -3.075
36 H -2.882 3.075 -3.241
37 H -3.887 2.296 -2.006
38 H -2.845 1.310 -3.037
39 H -2.054 1.762 2.589
40 H -1.257 3.263 2.159
41 H 0.035 1.811 3.797
42 H 0.920 2.331 2.368
43 H -0.893 -0.355 3.892
44 H 0.056 -1.617 3.117
45 H -2.406 -0.254 1.943
46 H -2.117 -1.958 2.288
47 H -1.702 -2.429 -2.756
48 H -1.107 -4.091 -2.478
49 H -0.021 -2.877 -3.157
50 H 0.219 -4.586 -0.529
51 H 0.940 -3.263 0.427
52 H 1.487 -3.580 -1.253
53 H -3.665 -1.117 0.323
54 H -4.060 -2.538 1.347
55 H -4.555 -2.490 -0.352
56 H -1.864 -4.835 -0.530
57 H -3.298 -4.291 -1.458
58 H -3.421 -4.688 0.267
59 H 1.783 -0.390 3.855
60 H 2.355 0.972 2.891
61 H 2.079 -1.900 1.905
62 H 3.552 -0.963 2.053
63 H 1.492 2.028 -0.121
64 H 2.373 2.975 -1.296
65 H 3.017 2.751 0.348
66 H 4.237 0.337 -2.687
67 H 4.848 1.927 -2.163
68 H 3.282 1.788 -2.984
69 H 5.779 0.774 -0.455
70 H 6.079 -0.573 -1.591
71 H 6.401 -0.768 0.142
72 H 3.271 -2.573 -0.059
73 H 4.843 -2.540 0.784
74 H 4.779 -2.743 -0.973
75 H -3.906 1.794 1.582
76 H -4.939 3.141 1.134
77 H -3.629 3.423 2.281
78 H -2.793 4.697 -1.236
79 H -3.669 5.186 0.221
80 H -4.496 4.205 -0.999
81 O 1.257 -1.210 -2.357
82 C 0.613 -1.099 -1.401

Atoms 1-3, force components in eV/Å:
W -1.2326 -0.7606 0.5876
C 0.3194 -0.1711 -0.0040
N -0.0352 -0.0643 0.0121

Largest force on an atom in eV Å⁻¹: 1.56
DFT total energy in eV: -42326.981
Charge: +4
Kohn-Sham gap (spin up / spin down) in eV: 7.0 / 6.9
Energy above the lowest of the compared OMol25 structures with the same formula, charge and spin in kcal/mol: 10.23